C21H27Br2Cl45N | ωB97M-V/def2-TZVPD

```
96
Properties=species:S:1:pos:R:3:forces:R:3:lowdin_charge:R:1
C -0.651031 -2.278533 -4.283817 -0.109 -0.603 -0.225 -0.173
C -2.061886 -2.788696 -4.017580 0.869 0.523 0.199 -0.279
C -3.106223 -1.839153 -3.388948 -1.198 -0.978 -0.594 -0.821
Br -2.387107 -0.006224 -3.117196 0.348 0.564 0.301 0.638
N -4.292147 -1.712731 -4.084548 0.149 0.337 -0.189 -0.178
C -5.030846 -2.910278 -3.951872 0.011 0.361 -0.259 -0.415
C -6.517581 -2.698559 -4.299760 0.355 0.285 -0.011 -0.694
C -6.923003 -1.254663 -4.397872 -0.390 -0.360 -0.312 -0.207
Br -6.949374 -3.567410 -6.026307 -0.150 -0.129 -0.088 0.572
H -0.080851 -2.209344 -3.369728 0.212 0.380 0.359 0.046
H -0.137230 -3.006325 -4.904336 0.208 -0.234 -0.185 0.059
H -0.638112 -1.344898 -4.822322 -0.003 0.394 -0.028 0.032
H -2.452617 -3.185756 -4.941695 -0.456 0.090 -0.348 0.095
H -1.953605 -3.626271 -3.344364 -0.123 -0.456 0.270 0.042
H -3.321538 -2.210161 -2.364974 0.408 0.136 0.427 0.064
H -4.664105 -3.710551 -4.609536 0.075 -0.519 0.077 0.057
H -4.962067 -3.312120 -2.915065 -0.161 -0.175 0.252 0.092
H -7.161281 -3.184438 -3.587151 -0.220 -0.487 0.117 0.064
H -6.719108 -0.785595 -3.448911 0.137 0.369 0.239 0.070
H -6.381484 -0.772766 -5.192788 0.397 0.349 -0.055 0.054
H -7.978671 -1.200248 -4.638995 -0.367 0.093 0.111 0.032
C -1.891205 -6.151638 -0.678203 -0.069 0.041 -0.115 -1.552
Cl -1.329293 -7.790063 -0.315995 0.017 -0.019 0.039 0.506
Cl -0.573560 -5.160837 -1.299793 0.066 0.007 0.024 0.530
Cl -3.237220 -6.182658 -1.808965 0.008 0.014 0.005 0.546
H -2.236123 -5.707293 0.244958 0.001 0.007 0.039 0.009
C 0.737881 0.843757 -0.958677 0.073 -0.047 0.242 -1.545
Cl 2.029930 0.605789 -2.135159 -0.004 0.057 -0.092 0.519
Cl 0.638766 -0.541525 0.138704 -0.043 0.078 -0.141 0.504
Cl 0.990237 2.332705 -0.029421 -0.053 -0.275 -0.269 0.476
H -0.199432 0.907320 -1.500284 -0.042 -0.120 0.001 -0.102
C -8.621142 1.702077 -7.050742 0.091 -0.112 0.105 -1.547
Cl -9.081125 1.950886 -5.365160 0.006 0.058 -0.172 0.490
Cl -7.000455 2.333423 -7.348165 0.000 0.023 -0.031 0.526
Cl -8.714509 -0.007682 -7.458403 -0.002 -0.032 -0.083 0.535
H -9.312656 2.242032 -7.681640 -0.028 0.034 0.001 0.005
C 1.385193 -2.797130 2.979328 -0.105 -0.115 -0.082 -1.548
Cl 0.234029 -2.011011 4.061501 0.052 -0.027 -0.028 0.523
Cl 2.287548 -4.067553 3.817538 0.088 0.043 0.098 0.513
Cl 0.583278 -3.483599 1.569841 -0.027 0.012 0.059 0.500
H 2.088804 -2.048529 2.639568 0.024 0.017 0.004 0.002
C 3.747758 -3.920668 7.488413 -0.083 0.051 0.041 -1.559
Cl 4.979176 -2.901487 6.737618 0.005 0.021 -0.088 0.532
Cl 4.270599 -4.438667 9.092415 -0.025 -0.012 0.004 0.527
Cl 2.193608 -3.096433 7.555812 0.059 0.024 0.024 0.526
H 3.625452 -4.801365 6.873466 0.042 -0.028 -0.033 0.004
C 5.482295 -1.372931 -1.716160 -0.044 -0.043 0.022 -1.567
Cl 7.157396 -1.076740 -1.237333 0.019 0.021 -0.002 0.512
Cl 5.371740 -2.779464 -2.772532 0.001 0.010 -0.007 0.529
Cl 4.448168 -1.561803 -0.306085 -0.005 -0.031 0.059 0.509
H 5.135433 -0.510334 -2.268417 -0.011 0.033 -0.013 -0.002
C -8.718680 2.769225 -1.370556 0.123 -0.078 -0.040 -1.544
Cl -9.837727 1.783653 -2.314370 -0.077 0.024 0.224 0.473
Cl -7.373262 1.796603 -0.785879 -0.013 0.012 -0.014 0.545
Cl -8.136982 4.141833 -2.316297 -0.021 0.028 -0.002 0.517
H -9.254254 3.156301 -0.515622 -0.030 0.018 0.020 0.006
C 6.222775 0.576335 7.412876 0.049 0.061 -0.148 -1.549
Cl 5.077894 1.686836 8.162259 -0.096 0.002 -0.005 0.545
Cl 6.100042 0.607687 5.653564 -0.038 -0.003 0.084 0.526
Cl 7.870339 0.953554 7.923230 0.102 -0.026 0.064 0.521
H 5.986866 -0.424840 7.747799 -0.013 -0.015 0.030 -0.031
C 10.934078 3.205014 6.681472 0.035 -0.010 -0.058 -1.558
Cl 11.857583 4.600700 7.239384 -0.013 -0.009 0.006 0.528
Cl 10.612750 3.314333 4.950563 -0.021 -0.007 -0.003 0.524
Cl 11.766089 1.698329 7.064685 0.114 0.143 0.138 0.504
H 9.983449 3.203589 7.197191 -0.033 -0.001 0.011 -0.011
C 5.156494 5.491840 9.366300 0.005 0.078 0.034 -1.569
Cl 6.419254 6.504583 8.665923 0.014 -0.007 -0.016 0.521
Cl 5.635710 4.902698 10.957246 0.006 -0.031 0.016 0.517
Cl 3.626365 6.362773 9.451531 -0.002 -0.013 -0.009 0.526
H 5.021373 4.636399 8.721337 -0.006 -0.062 -0.058 -0.031
C 1.846283 3.423266 3.720751 -0.069 -0.028 -0.031 -1.549
Cl 0.858352 1.969877 3.616006 0.022 -0.010 -0.016 0.520
Cl 1.743461 4.386082 2.247495 0.048 0.133 0.119 0.509
Cl 1.382927 4.395371 5.119238 0.030 0.023 0.099 0.515
H 2.875736 3.119320 3.849266 0.033 0.003 0.012 0.008
C -1.462950 3.498258 -4.452908 -0.084 -0.119 0.054 -1.533
Cl -0.204755 4.519293 -5.166631 -0.092 -0.123 0.023 0.487
Cl -0.984025 2.946081 -2.853877 0.087 0.468 0.014 0.507
Cl -3.002663 4.352111 -4.388077 0.006 0.008 -0.018 0.531
H -1.587532 2.623543 -5.078558 -0.027 -0.038 -0.002 0.008
C -12.667314 -1.427003 -1.335733 0.094 0.030 -0.023 -1.559
Cl -11.967327 -2.413567 -0.051549 -0.010 -0.008 0.007 0.522
Cl -13.122894 0.165971 -0.722008 -0.025 0.009 0.002 0.507
Cl -11.561616 -1.286281 -2.696311 -0.008 -0.039 -0.021 0.526
H -13.565541 -1.918208 -1.681422 -0.038 -0.014 0.003 0.006
C 3.313907 4.721465 -7.425516 -0.025 0.024 0.005 -1.552
Cl 2.201689 5.904295 -6.745068 0.137 0.132 -0.086 0.502
Cl 3.201515 4.689995 -9.185755 0.000 -0.012 -0.003 0.520
Cl 4.970964 5.043635 -6.909470 0.005 -0.012 0.007 0.517
H 3.030627 3.746289 -7.053750 -0.008 -0.031 0.010 0.013
C 11.045463 -1.179738 4.315296 -0.041 -0.007 -0.007 -1.556
Cl 9.908520 -0.612522 5.533439 -0.174 -0.161 -0.090 0.476
Cl 12.133853 -2.395189 4.990130 0.023 0.004 0.002 0.522
Cl 10.199080 -1.808438 2.901892 0.008 0.012 0.002 0.531
H 11.643348 -0.335239 4.000236 0.022 0.023 -0.004 0.008
```
Positions in Å, forces in eV/Å.

## Properties
* total charge: -1
* HOMO energy: -2.81 eV
* 2S+1: 1

C21H27BrN2O9P | ωB97M-V/def2-TZVPD

```
61
Properties=species:S:1:pos:R:3:forces:R:3:lowdin_charge:R:1
C -2.811357 -1.716339 3.084224 -0.524 -0.098 -0.086 0.016
C -3.799021 -2.262334 2.071319 0.574 0.045 0.271 -0.545
O -4.902049 -1.836920 1.978021 -0.780 0.013 -0.061 0.153
O -3.349333 -3.287109 1.301907 -0.139 0.403 -0.254 -0.015
C -2.236001 -2.944275 0.453369 0.481 -1.119 -0.227 -0.179
C -2.533328 -3.415910 -0.968232 -0.466 0.920 0.006 -0.152
C -3.115286 -2.255951 -1.804625 0.827 -0.092 -0.290 -0.179
C -2.019113 -1.596833 -2.683885 -0.954 -0.006 0.555 -0.175
C -2.264067 -0.081066 -2.799107 0.564 -0.667 -0.358 -0.136
C -1.041490 0.618599 -3.293102 -0.359 0.389 -0.488 -0.143
C -0.848091 0.914378 -4.578613 -0.128 0.132 0.282 0.085
C 0.382868 1.554104 -5.093294 -0.176 -0.130 0.179 -0.349
O 0.686608 1.380356 -6.244118 0.259 0.111 -0.376 0.076
C 1.182841 2.342233 -4.099678 0.286 0.344 0.226 -0.101
C 0.980504 2.038439 -2.749773 0.435 0.286 -0.143 -0.076
C 1.708171 2.697423 -1.776571 -0.006 -0.036 0.331 -0.034
C 2.657692 3.670593 -2.071506 0.443 -0.220 -0.679 -0.265
P 3.458304 4.299138 -0.515866 -0.799 0.601 0.995 0.857
O 4.305972 2.961425 -0.071803 0.125 0.074 -0.565 -0.278
O 4.608732 5.385522 -0.905507 0.078 -0.766 -0.275 -0.275
C 2.857227 4.025389 -3.418640 -0.336 -0.389 -0.200 -0.226
C 3.844771 5.098341 -3.807673 -0.109 0.404 -0.368 -0.191
O 3.453422 6.424387 -3.398877 0.172 -0.168 0.690 -0.111
N 2.029647 6.535893 -3.294264 -0.199 -0.461 0.084 -0.009
O 1.732556 7.054564 -2.299669 0.108 0.407 -0.291 0.097
C 2.107463 3.348375 -4.406134 0.065 0.028 -0.289 -0.475
Br 2.343459 3.836263 -6.236696 -0.061 -0.002 0.259 0.895
C 0.014808 0.989400 -2.332665 -0.005 -0.149 -0.118 -0.292
O 0.087097 0.455595 -1.250439 -0.023 -0.052 0.592 0.120
H -3.410562 -1.366334 3.919254 0.061 0.120 0.134 0.088
H -2.120827 -2.490204 3.399481 0.241 0.096 -0.115 0.048
H -2.313117 -0.856842 2.642392 0.282 -0.010 0.066 0.094
H -2.017780 -1.878056 0.464649 -0.093 0.130 0.080 0.125
H -1.350137 -3.476023 0.806750 0.002 0.044 0.308 0.120
H -3.249016 -4.231409 -0.950685 0.158 -0.280 0.243 0.117
H -1.591487 -3.754872 -1.392746 -0.044 -0.192 -0.247 0.109
H -3.927528 -2.590387 -2.443325 -0.153 -0.033 0.018 0.113
H -3.509270 -1.488704 -1.140599 -0.267 -0.089 0.148 0.102
H -1.039747 -1.798408 -2.257833 0.141 0.065 -0.014 0.105
H -2.095162 -2.058907 -3.665200 0.427 0.053 -0.193 0.118
H -3.059991 0.055466 -3.526018 -0.244 0.299 0.128 0.126
H -2.548193 0.310000 -1.826329 -0.099 0.117 0.050 0.119
H -1.587637 0.660595 -5.324333 0.026 -0.106 -0.175 0.137
H 1.522887 2.436803 -0.740670 -0.010 -0.069 0.023 0.111
H 4.767310 2.552276 -0.818000 0.004 -0.203 0.144 0.062
H 5.358007 4.953806 -1.339862 0.154 0.368 -0.002 0.055
H 4.037377 5.127419 -4.870922 -0.084 -0.229 -0.158 0.057
H 4.796033 4.904316 -3.325549 0.083 0.154 0.130 0.109
C -1.344351 -3.474041 6.309439 0.220 -0.035 0.261 0.032
C -0.159784 -3.400429 5.416262 -0.790 -0.154 -0.796 -0.377
O -0.133860 -3.535641 4.241868 0.230 0.009 0.206 0.185
N 1.225436 -3.130586 6.021256 0.505 -0.114 -0.148 0.095
C 1.402410 -2.766758 7.466401 0.139 0.060 -0.010 0.030
H -2.197742 -3.784439 5.714910 0.032 0.042 -0.098 0.108
H -1.184328 -4.204557 7.105179 -0.021 0.082 0.062 0.108
H -1.545535 -2.495577 6.751776 0.013 -0.035 0.077 0.118
H 1.638517 -2.440202 5.384805 -0.102 0.218 0.199 0.189
H 1.763875 -3.966897 5.768980 -0.107 -0.130 0.283 0.190
H 1.591547 -1.700628 7.536063 -0.059 0.012 0.028 0.112
H 2.249838 -3.318296 7.860748 0.017 0.032 0.014 0.110
H 0.509809 -3.026163 8.023759 -0.013 -0.026 -0.045 0.090
```
Positions in Å, forces in eV/Å.

## Properties
* total charge: +1
* HOMO energy: -10.71 eV
* 2S+1: 1

C21H27CsN4O5SSi | ωB97M-V/def2-TZVPD

```
60
Properties=species:S:1:pos:R:3:forces:R:3:lowdin_charge:R:1
Cs 2.789323 0.704083 0.090468 -0.420 -0.513 0.142 0.987
O -0.517279 2.714202 4.116945 0.179 -0.024 -0.086 0.091
C 0.476729 2.381356 3.252917 -0.104 0.211 0.246 -0.463
O 0.422859 1.411633 2.559647 0.253 0.037 -0.117 0.123
C 1.613159 3.376908 3.312871 -0.074 -0.009 -0.038 -0.149
O 2.531170 3.051271 2.330405 0.070 -0.040 -0.007 -0.180
C 3.716881 3.835336 2.360225 -0.151 0.097 0.121 -0.134
C 4.793727 3.214296 1.451682 0.116 -0.221 0.000 -0.743
O 5.565052 4.028975 0.919476 0.069 -0.021 0.039 -0.047
O 4.771325 1.960126 1.390415 0.600 0.615 0.123 -0.291
H -1.191840 2.022177 4.002405 -0.106 -0.054 -0.027 0.088
H 2.049644 3.329165 4.322795 0.003 -0.006 -0.016 0.141
H 1.194261 4.387438 3.192435 0.009 -0.011 -0.004 0.140
H 4.123111 3.860791 3.382152 -0.048 0.020 0.011 0.124
H 3.504816 4.859545 2.037875 -0.017 0.002 0.015 0.119
S 1.094857 0.752944 -2.773950 -0.702 0.039 -0.331 0.334
C -0.579292 0.717581 -2.283568 0.964 0.315 0.097 -0.877
N -1.611323 1.073167 -2.952283 -0.344 -0.114 0.000 0.015
N -1.343341 1.513857 -4.211488 -0.297 0.045 -0.298 -0.034
C -2.364542 1.699547 -5.103933 0.334 -0.040 0.211 -0.254
C -2.066682 2.051495 -6.428340 -0.026 0.028 -0.120 -0.050
C -3.080999 2.272520 -7.341973 0.079 0.008 -0.022 -0.132
C -4.416290 2.153378 -6.974218 -0.038 -0.017 0.066 -0.149
C -4.709703 1.801752 -5.659838 0.006 0.012 -0.049 -0.123
C -3.709727 1.574165 -4.730839 -0.091 -0.012 0.035 -0.041
N -0.789341 0.242258 -0.948389 -0.049 -0.408 0.145 0.003
N -1.646665 0.845742 -0.298944 -0.236 0.188 0.282 0.075
C -1.853643 0.331937 1.040946 0.066 0.138 -0.447 -0.252
C -2.781175 1.020753 1.805183 -0.105 0.193 -0.099 -0.055
C -3.032762 0.635842 3.114252 0.095 -0.088 0.092 -0.132
C -2.346773 -0.450390 3.655017 -0.008 0.042 0.003 -0.111
C -1.418916 -1.138405 2.880277 -0.070 -0.024 0.010 -0.069
C -1.171529 -0.747205 1.576615 -0.009 -0.309 -0.101 -0.029
H -0.369913 1.466486 -4.507070 0.019 0.006 0.037 0.040
H -1.028321 2.146935 -6.724080 -0.003 0.004 -0.017 0.103
H -2.823206 2.541741 -8.360496 0.004 -0.001 0.004 0.088
H -5.206817 2.327073 -7.693038 -0.006 0.000 -0.002 0.078
H -5.744245 1.699447 -5.351294 -0.002 -0.003 0.009 0.089
H -3.931834 1.297429 -3.710717 -0.024 0.003 -0.006 0.092
H -3.291977 1.864949 1.355603 0.017 -0.021 0.012 0.106
H -3.760583 1.177055 3.707798 -0.030 -0.015 0.013 0.094
H -2.537593 -0.759633 4.676614 -0.005 0.007 -0.003 0.093
H -0.867614 -1.979586 3.283601 0.016 0.035 0.003 0.103
H -0.438228 -1.277179 0.983956 0.107 -0.038 0.025 0.083
C 0.671908 -4.965567 0.095766 -0.115 -0.075 -0.082 -0.214
Si 2.032058 -4.212727 1.173197 0.023 -0.193 0.043 0.267
C 3.579919 -5.210827 0.670500 0.103 -0.092 -0.031 -0.234
C 1.730349 -4.861485 2.937265 -0.040 -0.059 0.133 -0.224
C 2.107281 -2.463119 1.037879 -0.050 0.343 0.071 -0.340
H 0.680779 -6.060203 0.130403 0.010 -0.009 -0.020 0.007
H 0.805147 -4.658133 -0.945182 -0.021 -0.003 -0.012 0.017
H -0.313780 -4.620981 0.419031 -0.004 0.010 -0.009 0.010
H 3.456141 -6.292843 0.803921 0.001 -0.005 -0.001 0.001
H 4.440512 -4.888597 1.265003 0.010 0.003 -0.010 0.006
H 3.818394 -5.016442 -0.379060 0.018 0.005 -0.002 0.006
H 1.800287 -5.953134 2.999057 0.021 -0.016 0.011 0.003
H 0.740287 -4.561108 3.292001 0.007 0.017 0.008 0.000
H 2.471059 -4.436622 3.622367 -0.008 -0.003 0.017 0.009
H 1.534785 -1.958502 0.265216 -0.004 -0.005 -0.079 -0.120
H 2.430114 -1.832665 1.864516 0.009 0.024 0.006 -0.090
```
Positions in Å, forces in eV/Å.

## Properties
* relative energy (zero: lowest compared OMol25 entry of this formula, charge and spin): 0.00 kJ/mol
* total charge: -2
* HOMO energy: -0.54 eV
* 2S+1: 1

Number 1: Kohn-Sham gap 3.94 eV. Number 2: Kohn-Sham gap 6.69 eV. Number 3: Kohn-Sham gap 4.47 eV.